Entry 1:
Computed, not measured: a cluster of 10 separate species, C8H36O10 in total, with the ωB97M-V functional and the def2-TZVPD basis.

Its HOMO-LUMO gap is 9.3 eV. As for the SMILES: CCO.CCO.CCO.CCO.O.O.O.O.O.O.

```
! RIJCOSX wB97M-V def2-TZVPD def2/J DEFGRID3
* xyz 0 1
H 0.03789 -2.36281 -0.54954
O -1.13078 -0.18695 0.06353
H 2.55708 -1.81895 -4.45024
H 3.84366 -0.20002 -3.49294
C -3.98199 0.70312 2.71387
O -0.47244 -1.29985 -3.63933
H 1.40834 -1.26046 -0.63041
H 4.49879 -1.43273 -2.22092
H 2.68711 0.21656 3.68370
H -2.38289 -2.86312 -1.50054
H -1.81018 0.20643 0.61603
H 5.71593 -0.57655 -4.12611
H 3.98709 -1.05649 0.73968
C 3.10777 -2.21681 -3.59786
H -4.45721 1.66598 2.90142
O 4.70575 -0.66164 0.24587
H -0.88168 -1.44062 1.52307
C -0.20280 -0.86143 0.89716
O 1.02439 0.94131 -2.07158
H -2.24937 -0.20770 3.33818
H -4.67909 5.07648 -0.69364
H 1.13164 -2.24945 4.50450
H -1.69337 3.68152 -1.33989
C -3.27358 3.84014 0.10563
H -4.69006 -0.09584 2.93387
H 0.03872 -0.70285 -3.09296
H 1.86125 1.40081 -2.14050
O 5.21199 -1.39262 -4.16715
O -3.78468 5.13388 -0.34965
H 0.47159 -0.27223 1.51857
H -2.11548 -1.38932 -1.28074
C 4.16829 -1.20808 -3.23503
H -3.47560 3.82942 1.17669
H -4.34563 0.77001 0.85324
O 3.15518 -0.38212 3.10170
H -2.12871 1.52652 3.21539
C 0.69993 -1.73601 0.04790
C -1.78156 3.66351 -0.25361
H 2.57901 -1.14274 3.02603
H -3.78613 2.94195 -0.23883
H 2.42682 -2.17944 -2.74755
H -1.22387 -1.53816 -3.09638
O -3.54870 0.71918 1.38608
H 1.26939 -2.35717 0.73927
C -2.77478 0.72044 3.56313
H -2.89174 0.68933 4.64639
H -1.07602 4.38609 0.15651
H 0.79962 0.99011 -1.14242
H 1.38971 -3.23818 3.38749
H -1.52658 2.72213 0.23312
H 5.02943 0.03904 0.81200
O -2.47107 -2.00707 -1.91963
O 1.50637 -2.31865 3.62642
H 3.52325 -3.20808 -3.77914
*
```

Atomic partial charges in e from the natural (NBO) method, atoms 1 to 4:
1 H 0.21
2 O -0.77
3 H 0.22
4 H 0.15

Entry 2:
Computed, not measured: a cluster of 2 separate species, C3H13N2OS in total, with the ωB97M-V functional and the def2-TZVPD basis.

Its HOMO-LUMO gap is 10.3 eV.

```
! RIJCOSX wB97M-V def2-TZVPD def2/J DEFGRID3
* xyz 1 1
N -2.39495 -0.29726 -0.19764
H 2.99122 1.01170 1.34112
H 0.71952 -1.16865 1.98922
H -3.35326 -0.37580 0.02268
O 1.38712 0.92122 -2.58218
H -1.89892 0.65940 1.63475
H -1.57493 -1.08408 1.57150
C -0.11570 0.12237 0.52874
C 0.94945 -0.17517 1.59969
H 0.87133 0.53891 2.41353
H -0.84559 -0.96612 -1.04168
H 0.49218 -1.72752 -0.41737
S 2.63060 -0.19305 0.88069
C -1.55302 -0.15603 0.99857
H 1.05352 1.14760 -3.46497
H 0.64319 -0.34325 -1.36998
H -0.06713 1.14100 0.15195
N 0.10253 -0.81822 -0.63868
H -2.34780 0.56171 -0.74428
H 2.31065 1.20121 -2.67567
*
```

Atomic partial charges in e from the natural (NBO) method, atoms 1 to 4:
1 N -0.85
2 H 0.16
3 H 0.23
4 H 0.40

Entry 3:
Computed, not measured: a cluster of 9 separate species, C7H32N2O9 in total, with the ωB97M-V functional and the def2-TZVPD basis.

Its HOMO-LUMO gap is 9.9 eV. As for the SMILES: NC(N)=O.CC(C)O.CC(C)O.O.O.O.O.O.O.

```
! RIJCOSX wB97M-V def2-TZVPD def2/J DEFGRID3
* xyz 0 1
C 33.79669 3.08988 -4.34512
H 28.85724 4.40797 -7.87023
H 28.26134 8.96606 -10.15385
H 31.68438 -0.13278 -12.40655
N 32.31594 1.92113 -12.85716
H 26.55632 -1.22285 -8.24960
C 31.66903 1.68225 -11.77142
H 26.30928 -3.92577 -9.48718
O 31.34858 2.57980 -10.97902
H 32.46477 1.10597 -13.43463
H 33.56506 7.67662 -8.33236
H 32.29409 4.14612 -5.12721
H 25.20866 -4.67322 -7.21747
H 34.94562 1.89761 -5.76867
O 33.81087 7.09834 -9.05445
H 26.48647 -4.35753 -6.05490
H 24.37425 6.67619 -4.31452
H 32.69546 2.82264 -13.10887
O 24.43459 7.58815 -4.59899
H 32.23624 1.44677 -4.30229
H 23.83478 8.05997 -4.02120
H 30.60630 0.13199 -10.99829
O 32.91305 4.23817 -4.39918
O 24.72057 2.73068 -3.21667
H 23.87960 2.40157 -3.53397
H 29.23158 10.09455 -10.43138
C 34.18496 2.67788 -5.79525
H 33.00638 6.62557 -9.26781
O 28.71928 7.90782 -3.31873
H 25.06434 -2.10504 -7.67394
H 24.52316 3.10558 -2.35834
O 28.62435 4.60245 -6.96239
H 29.10318 7.06642 -3.07196
N 31.24893 0.45288 -11.70834
H 33.21260 2.39476 -6.19832
O 29.07735 9.16729 -10.61197
C 32.99994 1.96401 -3.72149
C 26.89865 -3.37868 -7.78479
H 26.39434 -1.72787 -6.60271
H 32.62335 2.30142 -2.75587
C 26.14972 -2.01789 -7.62455
C 26.28482 -4.53663 -7.11100
H 26.80187 -5.43155 -7.45722
H 33.74935 1.17425 -3.77403
H 34.71258 3.28009 -3.78561
H 34.74804 3.44774 -6.32282
O 27.13317 -3.64601 -9.08155
H 27.90569 4.00177 -6.76502
H 27.91906 -3.32711 -7.40507
H 27.88390 7.68002 -3.72674
*
```

Atomic partial charges in e from the natural (NBO) method, atoms 1 to 4:
1 C 0.10
2 H 0.47
3 H 0.47
4 H 0.37

Entry 4:
Computed, not measured: a structure of composition C10H30O13P3Pb, with the ωB97M-V functional and the def2-TZVPD basis.

Its HOMO-LUMO gap is 5.4 eV.

```
! RIJCOSX wB97M-V def2-TZVPD def2/J DEFGRID3
* xyz 1 1
C -2.46062 -1.20488 3.15806
C -2.20734 -2.29896 -0.56233
O 2.19879 -3.72054 1.02461
Pb 3.69868 -5.07202 -0.29155
C -1.01127 2.78540 1.40587
H 0.91542 -2.48706 2.14565
H 2.34297 0.60457 4.20317
H -2.87323 -1.61724 2.23832
C -4.99212 -0.45439 -3.13055
O -3.80692 -1.10742 -2.71692
H 0.96095 -0.39257 4.39466
H 0.07726 2.83485 1.43922
H 2.54623 4.72404 -1.45264
H -5.82470 -1.11694 -3.37110
H -1.31373 -2.81814 -5.45723
C 1.02846 -3.50095 1.74535
O 3.23159 0.62304 -1.26189
O -4.66682 -3.50592 -2.35673
H -1.71051 -3.13941 -0.07482
O -2.95650 -2.99764 -4.24093
C 2.71490 0.10491 -0.01578
H -1.60557 -1.38287 -4.45653
H 0.86673 4.38164 -1.39097
H 1.67945 0.42103 0.09425
O -1.52710 1.51623 1.83901
H 0.08393 -3.75321 1.26135
H 2.81710 -0.97876 0.00775
H -1.48800 -1.48259 -0.51493
O 3.87888 2.64551 -2.65392
H -3.09284 -0.55735 3.76514
H 1.08578 -4.04780 2.69532
C 1.79524 4.19077 -0.85901
O 2.23881 2.87610 -0.59470
H -1.44558 3.02896 0.44125
H 3.21492 0.40234 0.90801
H 1.94529 4.62695 0.13054
C 1.57078 0.08630 3.62821
H -1.28987 3.59567 2.08530
P 3.48351 2.17797 -1.32969
H -3.20646 -2.09802 -0.18684
H -4.89626 0.19266 -4.00396
P -3.54034 -2.68826 -2.80105
C 5.27180 3.58903 0.04787
H 4.89587 4.36430 -0.61901
O -2.23121 -2.79434 -1.91193
H 2.20078 -0.65615 3.13147
H 6.34986 3.57827 -0.11496
P -0.80506 0.84245 3.06951
O 4.65514 2.31533 -0.22426
O -1.12415 1.39980 4.37668
O -1.16647 -0.70706 2.89639
H 5.15597 3.83457 1.10213
C -2.08556 -2.20599 -4.98490
O 0.76130 0.79237 2.69641
H -2.62504 -1.83819 -5.86169
H -2.43653 -2.09146 3.80175
H -5.27655 0.18105 -2.29243
*
```

Atomic partial charges in e from the natural (NBO) method, atoms 1 to 4:
1 C -0.26
2 C -0.25
3 O -0.95
4 Pb 1.64

Entry 5:
Computed, not measured: a structure of composition C5H8O3, with the ωB97M-V functional and the def2-TZVPD basis.

Its HOMO-LUMO gap is 10.5 eV.

```
! RIJCOSX wB97M-V def2-TZVPD def2/J DEFGRID3
* xyz 0 1
H 1.31745 -1.59301 1.32101
C -0.04274 -0.81018 -0.22867
H 2.26389 0.19877 -1.18391
H -2.64924 0.37230 0.23441
O -0.13005 0.11004 1.10933
C 1.26392 -1.30314 0.07396
H 2.04815 -1.93902 -0.59208
H 2.40345 0.47445 0.59674
O 0.78258 1.44310 -0.38654
O -1.46178 -1.12055 -0.13741
C -1.75736 0.21386 -0.40546
H -0.84533 2.26808 0.67783
H 0.06572 -0.36715 -1.14146
C 1.84461 0.23117 -0.25012
H -1.98036 0.37210 -1.52675
C -0.66671 1.12710 0.29884
*
```

Atomic partial charges in e from the natural (NBO) method, atoms 1 to 4:
1 H 0.24
2 C 0.30
3 H 0.18
4 H 0.22

Sequential LUMO output: -0.22; -2.82; 0.27; -6.99; 0.98 eV
Sequential relative energy (zero: lowest compared OMol25 entry of this formula, charge and spin) output: 67.2; 0.0; 52.9; 0.0; 189.2 kcal/mol
Sequential energy output: -29353.3406; -19178.9658; -29184.4385; -70584.2220; -11449.3156 eV